This record from the OMol25 dataset describes the molecule C5H6N2. The level of theory is ωB97M-V/def2-TZVPD.

Properties
* DFT total energy: -303.448433 Ha
* E_HOMO: -8.951 eV
* lowest unoccupied orbital energy: 1.0 eV
* SMILES: C[C@@H]1c2c[nH]nc21
* 2S+1: 1
* energy relative to the best compared isomer or geometry (same formula, charge and spin): 117.7 kcal per mole

Last column: Mulliken charge in e.
Positions of all 13 atoms, in Å:
C1 1.6484 1.0938 -0.0060  -0.918
C2 0.2742 0.6361 0.2511  0.190
C3 0.3791 -0.7538 0.1818  0.304
C4 -0.9322 -0.1305 0.5863  0.159
C5 -2.1679 -0.2414 -0.2632  -1.125
N1 1.5744 -1.2460 -0.0967  -0.848
N2 2.3039 -0.1247 -0.1862  0.317
H1 2.2135 1.9054 -0.2777  0.418
H2 -1.2007 -0.2957 1.5591  0.354
H3 -2.6378 0.7114 0.1535  0.274
H4 -2.6236 -1.1688 -0.0648  0.315
H5 -2.0519 -0.2723 -1.3148  0.344
H6 3.2206 -0.1135 -0.5225  0.216